[1]
DFT (wB97M-V/def2-TZVPD) results for a 2-piece molecular cluster, CH6N3OS overall in a non-equilibrium geometry.

ORCA input file:
```
! wB97M-V def2-TZVPD RIJCOSX def2/J DEFGRID3
* xyz 1 1
C -0.21220 1.62592 0.19231
N 2.28865 -0.37770 0.00896
N -2.82030 -0.48572 -0.17652
N -0.21965 0.40298 0.23155
O -0.13528 2.76613 0.03929
S -1.26621 -1.02844 0.16280
H 1.32231 -0.40801 -0.49002
H 2.82928 0.45039 -0.18124
H -3.34697 -0.72067 -1.11172
H -3.59241 -0.63340 0.49463
H 2.28943 -0.43801 1.09511
H 2.86335 -1.15347 -0.26515
*
```

Properties
ΔE to the lowest compared entry with this formula, charge and spin = 99.4 kJ/mol
Electronic energy = -18479.3096 eV
HOMO = -0.4729 hartree

[2]
DFT (wB97M-V/def2-TZVPD) results for C3H5AgO3 as an isolated structure in a non-equilibrium geometry.

ORCA input file:
```
! wB97M-V def2-TZVPD RIJCOSX def2/J DEFGRID3
* xyz 1 2
H -1.03299 -1.18693 -2.55058
O -0.91828 0.95914 -0.35678
C -0.19141 0.23064 -1.11016
C -0.64259 -0.15699 1.36616
O -0.39104 0.03703 -2.34338
O 1.03919 0.22931 -0.66303
C 0.75742 -0.44727 1.19058
H -1.34428 -0.99297 1.31062
H -0.92237 0.55139 2.14944
H 1.05756 -1.47861 0.99335
H 1.46417 0.14458 1.77736
Ag 1.12461 2.11068 -1.76359
*
```

Properties
ΔE to the lowest compared entry with this formula, charge and spin = 321.7 kJ/mol
Electronic energy = -13319.7640 eV
HOMO (alpha / beta) = -0.4719 / -0.5267 hartree

[3]
DFT (wB97M-V/def2-TZVPD) results for a 12-piece molecular cluster, C53H94N12O2 overall in a non-equilibrium geometry.

ORCA input file:
```
! wB97M-V def2-TZVPD RIJCOSX def2/J DEFGRID3
* xyz 0 1
C -2.23840 0.89385 -8.61210
C -2.09289 0.49767 -7.35335
C -1.93340 -0.31641 -5.94559
C -0.59368 -1.21006 -6.06391
N 0.57054 -0.27347 -5.79050
C -0.57850 -2.54937 -5.15382
O -1.84545 -2.88868 -4.53229
C -1.99740 -2.28475 -3.21848
C -1.03063 -2.89019 -2.07311
C -0.58616 -1.81920 -0.93758
C 0.00975 -0.43332 -1.51645
O -0.73485 0.71628 -0.95867
H -2.66085 1.08764 -9.67455
H -1.85514 0.51354 -5.12974
H -2.90409 -0.90703 -5.77892
H -0.49713 -1.53992 -7.17906
H 0.82483 -0.28002 -4.78916
H 1.40374 -0.55088 -6.33330
H 0.31522 -2.47337 -4.43292
H -0.32890 -3.43226 -5.87750
H -1.95595 -1.12810 -3.31451
H -3.08988 -2.52103 -2.87823
H -0.05930 -3.37025 -2.50535
H -1.60642 -3.77351 -1.57600
H -1.49091 -1.67552 -0.21635
H 0.27776 -2.32716 -0.33591
H 1.15143 -0.30436 -1.27857
H -0.07672 -0.31850 -2.66703
H -1.58902 0.82486 -1.46420
C 4.34774 -3.85345 2.87894
C 3.66704 -2.55487 2.45810
C 2.15882 -2.71212 2.25026
C 1.89580 -3.71869 1.16315
N 1.68697 -4.51781 0.29487
H 4.25534 -4.62526 2.10959
H 5.41567 -3.68638 3.04378
H 3.91586 -4.23942 3.80811
H 4.13359 -2.19318 1.53550
H 3.84363 -1.79618 3.22657
H 1.71702 -1.75297 1.96432
H 1.67683 -3.04594 3.17393
C -2.72150 4.66340 -1.40458
C -3.96846 4.75233 -0.53026
C -4.22639 3.47406 0.27067
C -4.42765 2.31417 -0.66942
N -4.58469 1.39158 -1.41680
H -2.81383 3.87843 -2.16048
H -2.56087 5.60554 -1.93425
H -1.83247 4.45685 -0.79977
H -4.83258 4.97252 -1.16652
H -3.85727 5.59191 0.16315
H -5.12030 3.59292 0.88973
H -3.38207 3.25808 0.93196
C -3.32921 7.83111 -5.87557
C -3.44335 8.63035 -4.58154
C -2.09725 8.81978 -3.87877
C -1.51555 7.47731 -3.51948
N -1.05418 6.40944 -3.23400
H -2.96861 6.81526 -5.69189
H -4.30726 7.74584 -6.35665
H -2.64523 8.31785 -6.57803
H -4.14408 8.12120 -3.91082
H -3.87004 9.61273 -4.80681
H -2.22948 9.40868 -2.96642
H -1.39646 9.35294 -4.52823
C 0.97964 -7.46355 4.61078
C -0.49983 -7.09702 4.57140
C -0.76986 -5.79011 3.82215
C -0.05160 -4.65346 4.50177
N 0.52070 -3.75044 5.04183
H 1.56767 -6.71232 5.14621
H 1.12076 -8.41460 5.12839
H 1.38608 -7.56267 3.59912
H -0.87367 -7.02019 5.59840
H -1.05377 -7.90735 4.08730
H -1.84276 -5.57841 3.80977
H -0.42656 -5.86296 2.78578
C 0.10135 -6.19929 -4.24984
C -0.48654 -7.27981 -5.15103
C 0.56933 -8.25297 -5.67992
C 1.59115 -7.50452 -6.49646
N 2.40241 -6.90966 -7.14551
H 0.81324 -5.56768 -4.78871
H -0.69094 -5.54643 -3.87347
H 0.61517 -6.64198 -3.39037
H -1.00244 -6.80001 -5.98977
H -1.23962 -7.84065 -4.58880
H 0.09795 -9.01421 -6.30777
H 1.07330 -8.76058 -4.85224
C -1.93435 -9.90325 7.75783
C -2.53084 -10.98388 6.86186
C -1.48145 -11.96284 6.33051
C -0.46042 -11.22089 5.50749
N 0.35049 -10.63112 4.85325
H -1.22240 -9.27596 7.21409
H -2.72196 -9.24631 8.13632
H -1.41847 -10.34581 8.61589
H -3.04861 -10.50407 6.02427
H -3.28352 -11.54029 7.42891
H -1.95891 -12.72364 5.70679
H -0.97578 -12.47049 7.15709
C 0.42427 7.13391 -0.19403
C 1.93922 7.00470 -0.07700
C 2.44334 7.18425 1.35671
C 2.07736 8.55706 1.85922
N 1.78625 9.64758 2.25842
H 0.08058 8.13097 0.09626
H 0.10796 6.97015 -1.22766
H -0.08207 6.39705 0.43811
H 2.40991 7.74635 -0.73145
H 2.24072 6.01751 -0.44068
H 3.53036 7.06942 1.39012
H 2.00242 6.43121 2.01641
C 6.36517 0.31432 -1.28980
C 5.23524 -0.37162 -2.05059
C 3.90211 0.37059 -1.93330
C 3.48170 0.44150 -0.48779
N 3.14920 0.49970 0.66248
H 6.16392 0.35142 -0.21555
H 7.30149 -0.23341 -1.42541
H 6.51442 1.33795 -1.64810
H 5.12480 -1.39466 -1.67499
H 5.51128 -0.44501 -3.10701
H 3.12989 -0.15177 -2.50514
H 3.99082 1.38567 -2.33144
C 2.36833 -3.58252 7.67683
C 2.96531 -2.43780 8.48881
C 4.10834 -2.88762 9.40176
C 3.60430 -3.91094 10.38652
N 3.20380 -4.72413 11.16851
H 1.92224 -4.34485 8.32186
H 1.57859 -3.21103 7.02101
H 3.13125 -4.06114 7.05403
H 2.17225 -1.97631 9.08705
H 3.33746 -1.67120 7.80193
H 4.51036 -2.03130 9.95049
H 4.92047 -3.32514 8.81375
C 2.22631 12.80515 -6.47974
C 0.97941 12.89352 -5.60600
C 0.72064 11.61435 -4.80687
C 0.51871 10.45498 -5.74844
N 0.35850 9.53414 -6.49696
H 2.13390 12.02129 -7.23653
H 2.38726 13.74849 -7.00818
H 3.11497 12.59752 -5.87512
H 0.11567 13.11489 -6.24215
H 1.09063 13.73200 -4.91157
H -0.17351 11.73250 -4.18807
H 1.56455 11.39686 -4.14562
C -4.70640 0.94030 5.38200
C -4.26568 1.54731 4.05415
C -3.23981 2.67005 4.22423
C -3.83564 3.78519 5.04425
N -4.30997 4.67053 5.69557
H -5.20679 1.67729 6.01615
H -5.41513 0.12577 5.21050
H -3.85028 0.53673 5.93207
H -5.14815 1.92718 3.52783
H -3.83317 0.75948 3.42954
H -2.94623 3.06161 3.24638
H -2.34094 2.29701 4.72372
*
```

Properties
ΔE to the lowest compared entry with this formula, charge and spin = 472.3 kJ/mol
Electronic energy = -78452.2015 eV
HOMO = -0.3338 hartree

[4]
DFT (wB97M-V/def2-TZVPD) results for C24H54Br2N5O4S2 as an isolated structure in a non-equilibrium geometry.

ORCA input file:
```
! wB97M-V def2-TZVPD RIJCOSX def2/J DEFGRID3
* xyz -1 1
C -0.29196 -2.32475 5.54034
C 0.05494 -1.59351 4.28229
N -0.86927 -1.14772 3.56817
C 1.52108 -1.42958 3.93845
S 2.13582 -0.03003 4.90558
O 1.25368 1.05827 4.60595
O 2.11989 -0.46670 6.27933
N 3.66423 0.10308 4.37768
S 4.32859 1.53777 4.66681
O 3.64044 2.64254 4.07346
O 5.66666 1.45539 4.17884
C 4.51265 1.77203 6.43507
Br 5.97531 0.78550 7.18818
C 3.75646 2.53762 7.17952
C 2.59450 3.28704 6.62197
Br 4.10891 2.68343 9.05685
H 0.14523 -3.32015 5.54986
H -1.36751 -2.41168 5.63815
H 0.06227 -1.72315 6.37398
H -0.45131 -0.66362 2.76878
H 1.55606 -1.15636 2.88747
H 2.10133 -2.32985 4.10957
H 2.86107 3.90554 5.77783
H 1.84413 2.56040 6.31968
H 2.12166 3.91733 7.36997
C 1.17055 -4.21213 0.64283
C 1.41993 -4.01987 -0.84369
N 1.00403 -2.71805 -1.32813
C 1.03518 -2.61545 -2.77977
C 2.39897 -2.71675 -3.47502
C 1.54914 -1.56941 -0.61334
C 3.07563 -1.41868 -0.57084
H 0.11486 -4.07792 0.88439
H 1.45846 -5.22173 0.94039
H 1.75658 -3.51657 1.24480
H 0.85403 -4.78675 -1.38085
H 2.48401 -4.22010 -1.04769
H 0.55729 -1.67859 -3.08327
H 0.39126 -3.40301 -3.18570
H 2.97415 -1.79738 -3.37807
H 2.25316 -2.88538 -4.54483
H 2.99906 -3.54355 -3.09446
H 1.18374 -1.59939 0.41622
H 1.11563 -0.65356 -1.02473
H 3.58426 -2.36746 -0.39525
H 3.35543 -0.74371 0.24076
H 3.46611 -0.98145 -1.48894
C -0.85405 1.36825 -3.74130
C 0.54722 1.73576 -3.27894
N 1.31054 2.50917 -4.23951
C 2.71110 2.64691 -3.87031
C 3.05372 3.42791 -2.59597
C 0.67122 3.71964 -4.72453
C 0.28162 4.78970 -3.69471
H -0.82478 0.79600 -4.67056
H -1.33869 0.75227 -2.98106
H -1.48239 2.24719 -3.89306
H 1.07910 0.79949 -3.08462
H 0.46508 2.25401 -2.31094
H 3.25255 3.08961 -4.71172
H 3.12396 1.63771 -3.76887
H 2.97062 4.50383 -2.74348
H 4.08829 3.22818 -2.31043
H 2.42542 3.14435 -1.75182
H -0.23034 3.43128 -5.27149
H 1.31384 4.17295 -5.48410
H -0.15614 4.36093 -2.79277
H -0.46037 5.46407 -4.12909
H 1.13244 5.40451 -3.40630
C -6.71752 1.16035 -2.13458
C -5.36045 0.49221 -1.96789
N -5.13878 -0.06223 -0.64691
C -3.76333 -0.48815 -0.43302
C -3.22381 -1.64686 -1.28018
C -6.15661 -0.98063 -0.16830
C -6.43266 -2.24379 -0.99690
H -6.85110 1.96173 -1.40630
H -6.79130 1.59473 -3.13301
H -7.54108 0.45296 -2.02871
H -4.59314 1.24875 -2.15387
H -5.24835 -0.26574 -2.76026
H -3.63089 -0.73336 0.62376
H -3.12003 0.38185 -0.60109
H -3.59247 -2.61055 -0.93128
H -2.13396 -1.68170 -1.20305
H -3.47072 -1.54163 -2.33803
H -7.09453 -0.42762 -0.07074
H -5.90860 -1.27273 0.85486
H -6.45259 -2.04347 -2.06913
H -7.40691 -2.65641 -0.72342
H -5.69746 -3.02340 -0.80493
*
```

Properties
Electronic energy = -203159.3494 eV
HOMO = -0.2241 hartree